C34H44CdGeNO6S as an isolated structure. Source: the Open Molecules 2025 dataset; level of theory: ωB97M-V/def2-TZVPD.

Summary:
E_LUMO (alpha / beta): -0.3816 / -1.4846 eV
Max |F|: 0.010 hartree/bohr
Expectation value of S²: 0.760
Frontier orbital gap (alpha / beta): 0.2679 / 0.2277 Ha
ΔE to the lowest compared entry with this formula, charge and spin: 0.437 eV

The geometry in ORCA input format:
```
! wB97M-V def2-TZVPD RIJCOSX def2/J DEFGRID3
* xyz 0 2
Cd -0.09 -0.11 0.40
C 3.12 -2.37 0.69
C 2.67 -1.48 1.84
C 1.74 -2.26 2.76
C 3.88 -1.00 2.64
O 1.95 -0.36 1.32
Ge 2.68 1.32 0.69
O 0.86 1.89 1.06
C 0.38 3.20 0.69
C -0.18 3.18 -0.73
C 1.49 4.24 0.80
C -0.74 3.54 1.68
O 2.13 0.95 -1.05
C 2.85 0.80 -2.26
C 4.28 1.33 -2.13
C 2.10 1.58 -3.34
C 2.87 -0.68 -2.64
H 3.60 -3.28 1.06
H 3.84 -1.84 0.06
H 2.27 -2.65 0.06
H 2.26 -3.12 3.18
H 0.87 -2.62 2.21
H 1.39 -1.62 3.58
H 4.39 -1.84 3.10
H 3.56 -0.32 3.43
H 4.60 -0.47 2.01
H 0.57 2.81 -1.42
H -0.48 4.19 -1.03
H -1.05 2.53 -0.78
H 2.27 4.08 0.05
H 1.96 4.22 1.79
H 1.08 5.23 0.63
H -1.48 2.74 1.68
H -1.24 4.47 1.38
H -0.36 3.66 2.69
H 4.28 2.38 -1.84
H 4.80 1.24 -3.09
H 4.85 0.77 -1.39
H 2.11 2.65 -3.12
H 1.07 1.24 -3.38
H 2.56 1.44 -4.32
H 3.46 -1.26 -1.94
H 3.29 -0.82 -3.64
H 1.84 -1.06 -2.63
C -1.02 -1.90 -6.38
O -2.23 -1.27 -5.99
C -2.31 -0.83 -4.71
C -3.53 -0.18 -4.38
C -3.69 0.29 -3.12
C -2.71 0.16 -2.10
C -3.00 0.68 -0.79
C -4.28 1.45 -0.53
O -2.26 0.56 0.21
C -1.46 -0.47 -2.44
O -0.44 -0.62 -1.68
C -1.32 -0.97 -3.78
H -1.15 -2.16 -7.43
H -0.83 -2.80 -5.80
H -0.17 -1.22 -6.28
H -4.29 -0.08 -5.14
H -4.62 0.79 -2.88
H -5.17 1.00 -0.96
H -4.17 2.45 -0.95
H -4.39 1.55 0.55
H -0.38 -1.44 -4.01
S -2.58 -1.69 4.29
C -1.67 -0.33 4.87
C -1.65 0.24 6.14
C -0.78 1.28 6.36
C 0.06 1.75 5.34
C 0.04 1.20 4.08
C -0.85 0.14 3.84
N -0.97 -0.54 2.64
C -1.81 -1.52 2.75
C -2.02 -2.48 1.67
C -2.90 -3.57 1.76
C -3.00 -4.48 0.72
C -2.23 -4.34 -0.43
C -1.35 -3.26 -0.56
C -1.30 -2.40 0.50
H -2.29 -0.13 6.93
H -0.74 1.75 7.34
H 0.74 2.57 5.56
H 0.67 1.54 3.27
H -3.50 -3.70 2.65
H -3.68 -5.31 0.81
H -2.32 -5.06 -1.23
H -0.76 -3.09 -1.45
*
```

Mulliken atomic charge list, values in e, 5 entries: atom 1 (Cd): 6.57, atom 2 (C): -1.45, atom 3 (C): 1.29, atom 4 (C): -1.41, atom 5 (C): -1.93

---

C34H44CdNO2S2 as an isolated structure in a non-equilibrium geometry. Source: the Open Molecules 2025 dataset; level of theory: ωB97M-V/def2-TZVPD.

Summary:
E_LUMO (alpha / beta): 0.7949 / 0.7742 eV
Max |F|: 0.047 hartree/bohr
Frontier orbital gap (alpha / beta): 0.1600 / 0.1592 Ha
ΔE to the lowest compared entry with this formula, charge and spin: 0.000 eV

The geometry in ORCA input format:
```
! wB97M-V def2-TZVPD RIJCOSX def2/J DEFGRID3
* xyz -1 1
Cd -0.04 -0.54 -2.83
C -0.98 -1.30 4.34
C -0.99 -2.70 3.67
C 0.27 -3.51 4.10
C -2.29 -3.44 4.20
C -1.02 -2.56 2.13
C -0.90 -1.34 1.47
C -0.75 -1.35 0.05
N -0.57 -0.22 -0.64
C -0.43 1.03 -0.22
C 0.24 1.51 0.95
C 0.43 2.88 1.15
C -0.42 3.78 0.42
C -1.15 3.41 -0.65
C -1.07 2.04 -1.11
O -1.54 1.65 -2.23
C -1.93 4.37 -1.53
C -1.20 4.55 -2.88
C -3.34 3.89 -1.86
C -2.01 5.79 -0.87
C 1.41 3.42 2.19
C 2.43 2.29 2.59
C 2.21 4.58 1.56
C 0.70 3.95 3.49
C -0.91 -2.56 -0.71
O -0.92 -2.50 -2.01
C -0.98 -3.77 0.00
C -1.09 -3.73 1.39
C -1.00 -5.08 -0.77
C -0.96 -6.26 0.19
C -2.28 -5.07 -1.65
C 0.25 -5.20 -1.65
H -1.25 -1.37 5.43
H 0.03 -0.83 4.30
H -1.70 -0.60 3.86
H 0.22 -3.66 5.19
H 0.33 -4.48 3.60
H 1.20 -2.91 3.96
H -2.37 -3.26 5.29
H -3.24 -3.04 3.74
H -2.32 -4.51 4.04
H -1.04 -0.44 2.02
H 0.75 0.74 1.55
H -0.40 4.82 0.77
H -1.10 3.59 -3.40
H -1.80 5.25 -3.48
H -0.18 4.95 -2.68
H -3.40 3.03 -2.53
H -3.96 3.55 -1.02
H -3.84 4.76 -2.36
H -1.01 6.14 -0.52
H -2.46 6.50 -1.60
H -2.65 5.75 0.02
H 2.90 1.86 1.67
H 3.19 2.68 3.26
H 1.93 1.44 3.12
H 2.68 4.28 0.61
H 1.48 5.42 1.37
H 2.97 5.06 2.19
H 0.14 3.15 4.00
H 1.45 4.29 4.22
H 0.04 4.78 3.31
H -1.21 -4.68 1.93
H -1.89 -6.34 0.72
H -0.89 -7.18 -0.42
H -0.14 -6.23 0.87
H -3.16 -4.92 -1.05
H -2.18 -4.24 -2.36
H -2.29 -6.05 -2.17
H 1.05 -4.98 -0.97
H 0.46 -6.21 -2.00
H 0.27 -4.49 -2.49
S 1.21 -1.79 -4.64
C 2.62 -0.77 -4.55
C 3.90 -1.36 -4.63
C 5.05 -0.59 -4.71
C 4.91 0.82 -4.61
C 3.68 1.44 -4.46
C 2.52 0.67 -4.41
S 1.06 1.49 -4.01
H 3.84 -2.46 -4.59
H 6.08 -0.99 -4.79
H 5.80 1.43 -4.58
H 3.57 2.50 -4.29
*
```

Mulliken atomic charge list, values in e, 5 entries: atom 1 (Cd): 0.90, atom 2 (C): -1.66, atom 3 (C): 1.98, atom 4 (C): -1.49, atom 5 (C): -1.65

---

C34H44Cl2N3O2P3Zr as an isolated structure in a non-equilibrium geometry. Source: the Open Molecules 2025 dataset; level of theory: ωB97M-V/def2-TZVPD.

Summary:
E_LUMO: -5.1849 eV
Max |F|: 0.047 hartree/bohr
Frontier orbital gap: 0.2890 Ha
ΔE to the lowest compared entry with this formula, charge and spin: 0.000 eV

The geometry in ORCA input format:
```
! wB97M-V def2-TZVPD RIJCOSX def2/J DEFGRID3
* xyz 2 1
P -1.02 0.15 -2.35
C -1.36 -1.00 -3.70
C -2.64 -1.17 -4.25
H -3.50 -0.66 -3.81
C -2.81 -2.00 -5.36
H -3.81 -2.14 -5.78
C -1.72 -2.65 -5.93
H -1.85 -3.30 -6.80
C -0.44 -2.49 -5.38
H 0.42 -3.00 -5.81
C -0.26 -1.67 -4.27
H 0.74 -1.55 -3.84
C -2.59 0.55 -1.55
C -3.32 -0.49 -0.96
H -2.95 -1.52 -1.03
C -4.51 -0.22 -0.30
H -5.04 -1.03 0.21
C -5.03 1.08 -0.30
H -5.98 1.28 0.21
C -4.34 2.11 -0.94
H -4.76 3.11 -0.96
C -3.11 1.86 -1.55
H -2.57 2.66 -2.05
C -0.29 1.64 -3.07
C -0.77 2.13 -4.30
H -1.59 1.62 -4.80
C -0.18 3.26 -4.87
H -0.56 3.63 -5.82
C 0.88 3.91 -4.23
H 1.32 4.80 -4.68
C 1.36 3.42 -3.01
H 2.18 3.92 -2.50
C 0.80 2.28 -2.44
H 1.20 1.87 -1.51
Zr 1.95 -1.67 1.38
C 0.91 -0.18 2.88
C -0.07 0.60 2.44
H 1.20 -0.18 3.94
C -0.47 0.56 0.96
O -0.23 1.92 0.48
H -0.60 2.01 -0.42
C 0.28 -0.41 0.12
H -1.55 0.32 0.88
C 0.10 -0.64 -1.17
Cl 2.38 -2.69 3.55
Cl 1.84 -3.42 -0.33
P -0.33 -3.32 1.90
C 0.21 -4.97 2.48
H 0.53 -4.91 3.53
H 1.06 -5.30 1.88
H -0.62 -5.67 2.37
C -1.50 -2.84 3.21
H -2.06 -1.96 2.89
H -0.95 -2.59 4.12
H -2.20 -3.67 3.40
C -1.48 -3.80 0.57
H -0.91 -3.90 -0.36
H -2.26 -3.05 0.45
H -1.93 -4.77 0.84
P -0.96 1.81 3.49
C -0.69 1.43 5.21
C -2.71 1.75 3.06
H 0.39 1.42 5.43
H -1.12 0.46 5.47
H -1.17 2.21 5.82
H -2.86 2.04 2.01
H -3.25 2.44 3.72
H -3.09 0.73 3.20
C -0.31 3.44 3.08
H 0.79 3.42 3.18
H -0.73 4.17 3.78
H -0.57 3.68 2.05
H 0.69 -1.44 -1.63
C 6.79 -1.42 1.12
N 5.76 -0.37 1.09
C 6.08 0.97 1.19
C 5.07 1.89 1.19
C 3.74 1.45 1.10
N 3.44 0.13 1.06
C 4.47 -0.76 1.06
O 4.16 -2.01 1.08
N 2.70 2.30 1.05
H 6.65 -2.06 2.00
H 7.77 -0.94 1.17
H 6.72 -2.04 0.23
H 7.14 1.19 1.26
H 5.28 2.95 1.26
H 2.90 3.29 1.02
H 1.73 1.99 0.96
*
```

Mulliken atomic charge list, values in e, 5 entries: atom 1 (P): 1.98, atom 2 (C): 0.51, atom 3 (C): -0.02, atom 4 (H): 0.39, atom 5 (C): -0.73

---

Q: Which value of ΔE to the lowest compared entry with this formula, charge and spin does entry 1 give?
A: 0.437 eV

---

Q: What is the max |F| in the first record?
A: 0.010 hartree/bohr

---

Q: max |F| of number 1 (C34H44CdGeNO6S)?
A: 0.010 hartree/bohr

---

Q: ΔE to the lowest compared entry with this formula, charge and spin of number 3 (C34H44Cl2N3O2P3Zr)?
A: 0.000 eV